Record 1
The following is a quantum chemistry calculation of C38H49N7O4SSiSr as an isolated structure, from the OMol25 dataset.

Each line ends with the Mulliken charge.
Geometry (Å):
1 Sr 0.33 0.11 0.48  1.823
2 O -0.45 -4.43 0.61  -0.831
3 C -0.12 -3.24 0.76  -0.530
4 N 0.23 -2.34 -0.13  0.069
5 C 0.18 -2.70 -1.54  -2.027
6 C 0.15 -1.50 -2.48  0.433
7 C 0.51 -1.56 -3.82  0.039
8 C 0.31 -0.60 -4.82  -1.199
9 C -0.11 0.77 -4.69  -0.704
10 C -0.09 1.54 -3.57  -0.549
11 N 0.36 0.98 -2.40  1.762
12 C -0.11 -2.77 2.24  0.936
13 C 0.19 -3.75 3.19  -0.656
14 C 0.13 -3.44 4.53  -0.361
15 C -0.25 -2.15 4.90  -0.491
16 C -0.51 -1.24 3.91  -0.810
17 N -0.42 -1.52 2.60  -0.025
18 H -0.67 -3.37 -1.70  0.442
19 H 1.07 -3.30 -1.80  0.533
20 H 0.94 -2.50 -4.15  0.260
21 H 0.53 -0.91 -5.83  0.094
22 H -0.47 1.25 -5.60  0.135
23 H -0.44 2.57 -3.54  0.430
24 H 0.43 -4.74 2.82  0.463
25 H 0.37 -4.18 5.28  0.381
26 H -0.33 -1.87 5.95  0.472
27 H -0.80 -0.22 4.15  0.556
28 O 1.89 1.60 1.60  -0.106
29 C 2.54 2.62 1.10  0.048
30 C 3.11 3.57 1.98  -0.375
31 C 3.91 4.62 1.54  -0.681
32 C 4.16 4.78 0.19  -0.917
33 C 3.58 3.87 -0.70  -0.191
34 C 2.77 2.82 -0.30  -0.196
35 C 2.25 1.90 -1.40  -0.072
36 N 0.86 1.72 -1.30  -2.140
37 N -0.39 -0.27 -2.08  0.920
38 C -1.61 -0.22 -1.50  0.295
39 O -1.87 0.55 -0.53  -0.921
40 C -2.65 -1.17 -1.98  0.183
41 C -2.80 -1.43 -3.34  -0.022
42 C -3.82 -2.26 -3.77  -0.856
43 C -4.70 -2.84 -2.86  -0.369
44 C -4.55 -2.58 -1.50  -0.707
45 C -3.53 -1.74 -1.06  -0.575
46 H 2.90 3.45 3.04  0.321
47 H 4.33 5.30 2.27  0.380
48 H 4.79 5.58 -0.18  0.337
49 H 3.76 4.00 -1.76  0.351
50 H 2.54 2.38 -2.35  0.376
51 H -2.10 -0.99 -4.04  0.496
52 H -3.93 -2.46 -4.83  0.395
53 H -5.49 -3.49 -3.20  0.347
54 H -5.22 -3.03 -0.78  0.359
55 H -3.40 -1.52 -0.01  0.433
56 C 4.47 -1.85 6.34  -1.041
57 C 3.35 -0.86 6.66  -0.513
58 C 3.37 0.41 5.81  -0.269
59 C 2.57 0.31 4.51  0.333
60 N 2.87 -0.87 3.73  0.702
61 C 3.84 -1.00 2.79  -0.369
62 S 4.41 -2.54 2.37  -0.379
63 N 4.26 0.15 2.24  1.318
64 C 5.22 0.20 1.15  0.311
65 C 6.66 0.33 1.62  -0.739
66 C 7.01 1.68 2.26  -0.502
67 C 6.55 1.85 3.71  -0.748
68 H 4.43 -2.72 6.99  0.385
69 H 5.44 -1.37 6.48  0.290
70 H 4.43 -2.20 5.31  0.155
71 H 3.42 -0.59 7.72  0.418
72 H 2.38 -1.36 6.55  0.069
73 H 4.41 0.67 5.58  -0.012
74 H 2.96 1.25 6.38  0.495
75 H 2.71 1.20 3.90  -0.986
76 H 1.50 0.29 4.74  0.289
77 H 2.47 -1.75 4.01  0.136
78 H 3.49 0.83 2.16  -0.719
79 H 4.94 1.06 0.54  -0.356
80 H 5.10 -0.70 0.54  -0.180
81 H 7.30 0.19 0.75  0.320
82 H 6.88 -0.49 2.31  0.311
83 H 6.57 2.48 1.65  0.170
84 H 8.09 1.82 2.21  0.394
85 H 5.46 1.80 3.77  -0.179
86 H 6.88 2.80 4.12  0.457
87 H 6.95 1.05 4.34  0.290
88 C 5.79 0.68 -2.17  -1.330
89 Si 4.02 0.06 -2.46  1.006
90 C 3.97 -1.80 -2.34  -0.916
91 C 3.56 0.65 -4.18  -0.970
92 O 3.00 0.62 -1.30  -0.015
93 H 6.34 0.70 -3.12  0.520
94 H 6.34 0.04 -1.47  0.183
95 H 5.78 1.69 -1.77  0.321
96 H 4.75 -2.29 -2.92  0.498
97 H 2.99 -2.14 -2.69  0.063
98 H 4.08 -2.11 -1.29  0.203
99 H 4.14 0.07 -4.91  0.431
100 H 3.80 1.70 -4.33  0.251
101 H 2.50 0.49 -4.37  0.142

The value obtained for the lowest unoccupied orbital energy is 4.08 eV. The molar mass comes out at 815.63 g mol⁻¹. As for the charge: -2. The total energy comes out at -78375.0603 eV. The highest occupied orbital energy is 0.03 eV.

=====

Record 2
The following is a quantum chemistry calculation of C38H50CdClGeN2Sb2SiTe as an isolated structure, from the OMol25 dataset.

Each line ends with the Mulliken charge.
Geometry (Å):
1 Cd -0.72 -0.39 -0.54  1.471
2 C 4.91 1.31 2.61  -1.585
3 Sb 2.89 0.62 2.23  0.465
4 C 3.47 -1.43 2.44  -1.466
5 C 2.27 0.77 4.29  -1.675
6 C 2.17 2.18 4.77  0.766
7 C 3.31 2.81 5.27  -0.512
8 C 3.30 4.13 5.71  -0.760
9 C 2.11 4.84 5.67  -0.624
10 C 0.97 4.23 5.18  -0.551
11 C 0.97 2.91 4.71  1.158
12 C -0.29 2.34 4.21  -2.052
13 Sb -0.82 2.73 1.97  1.046
14 C -2.66 3.64 2.65  -1.568
15 C 0.28 4.58 1.83  -1.464
16 H 5.31 0.85 3.51  0.415
17 H 4.94 2.40 2.71  0.398
18 H 5.52 1.03 1.76  0.416
19 H 4.21 -1.51 3.24  0.445
20 H 3.90 -1.80 1.51  0.484
21 H 2.58 -2.02 2.67  0.374
22 H 3.03 0.24 4.88  0.652
23 H 1.33 0.23 4.36  0.517
24 H 4.23 2.24 5.31  0.295
25 H 4.21 4.58 6.08  0.372
26 H 2.07 5.87 6.01  0.377
27 H 0.04 4.78 5.16  0.347
28 H -1.16 2.86 4.61  0.758
29 H -0.41 1.27 4.25  0.324
30 H -2.46 4.69 2.90  0.418
31 H -3.05 3.12 3.52  0.459
32 H -3.37 3.59 1.83  0.370
33 H 0.00 5.25 2.64  0.498
34 H 0.03 5.01 0.86  0.492
35 H 1.35 4.39 1.88  0.238
36 C -0.53 -3.29 -3.47  -0.969
37 C -1.89 -2.98 -2.90  0.447
38 C -3.03 -3.56 -3.44  -0.701
39 C -4.25 -3.28 -2.82  -0.625
40 C -4.30 -2.48 -1.71  -0.404
41 C -3.09 -1.91 -1.19  0.755
42 N -1.92 -2.18 -1.85  0.058
43 N -2.99 -1.12 -0.14  -0.018
44 Si -4.14 -0.91 1.10  -0.319
45 C -4.77 -2.55 1.78  -1.038
46 C -3.39 0.04 2.52  -0.505
47 C -5.65 0.09 0.53  -1.026
48 H -0.36 -4.37 -3.45  0.415
49 H 0.24 -2.81 -2.88  -0.134
50 H -0.44 -2.96 -4.51  0.224
51 H -2.95 -4.21 -4.31  0.390
52 H -5.17 -3.70 -3.22  0.363
53 H -5.24 -2.26 -1.24  0.182
54 H -3.93 -3.16 2.11  0.283
55 H -5.33 -3.12 1.04  0.300
56 H -5.43 -2.37 2.64  0.335
57 H -2.44 -0.39 2.82  0.229
58 H -4.08 0.07 3.37  0.428
59 H -3.21 1.07 2.21  -0.385
60 H -6.21 -0.42 -0.26  0.348
61 H -5.31 1.04 0.12  0.242
62 H -6.32 0.28 1.36  0.340
63 C 3.24 -1.29 -1.35  -1.225
64 Ge 1.64 -0.25 -1.90  0.970
65 C 2.43 1.59 -2.02  -0.219
66 C 3.29 1.91 -3.07  -0.018
67 C 3.89 3.16 -3.17  -0.794
68 C 3.64 4.13 -2.20  -0.404
69 C 2.78 3.83 -1.15  -0.575
70 C 2.19 2.57 -1.07  0.565
71 C 1.59 -0.66 -3.87  0.149
72 C 2.40 -1.61 -4.43  0.149
73 C 2.32 -1.95 -5.81  -0.945
74 C 1.43 -1.33 -6.62  -0.899
75 C 0.56 -0.33 -6.10  1.179
76 C -0.38 0.33 -6.92  -1.058
77 C -1.21 1.28 -6.41  -0.519
78 C -1.13 1.62 -5.04  -0.962
79 C -0.23 1.01 -4.23  -0.158
80 C 0.65 0.00 -4.73  0.336
81 H 4.05 -1.13 -2.06  0.524
82 H 3.03 -2.36 -1.26  0.411
83 H 3.58 -0.92 -0.38  -0.195
84 H 3.49 1.18 -3.85  0.268
85 H 4.55 3.38 -4.00  0.357
86 H 4.09 5.11 -2.27  0.349
87 H 2.56 4.57 -0.39  0.278
88 H 1.52 2.36 -0.25  0.014
89 H 3.12 -2.14 -3.82  0.261
90 H 2.98 -2.71 -6.21  0.358
91 H 1.35 -1.58 -7.68  0.310
92 H -0.44 0.06 -7.97  0.352
93 H -1.94 1.78 -7.05  0.378
94 H -1.79 2.37 -4.62  0.425
95 H -0.18 1.29 -3.18  -0.388
96 Te -1.64 2.34 -0.74  -1.049
97 Cl 0.04 -1.12 1.87  -0.739

The value obtained for the lowest unoccupied orbital energy (spin up / spin down) is 4.31 / 4.04 eV. The molar mass comes out at 1154.51 g mol⁻¹. As for the charge: -2. The multiplicity is 2. The total energy comes out at -145051.1671 eV. The highest occupied orbital energy (spin up / spin down) is -1.09 / -1.69 eV.

=====

Record 3
The following is a quantum chemistry calculation of C38H50ClFMoOP4 as an isolated structure in a non-equilibrium geometry, from the OMol25 dataset.

Each line ends with the Mulliken charge.
Geometry (Å):
1 P 2.50 1.14 -0.80  2.197
2 C 2.80 2.54 -1.91  0.472
3 C 3.55 3.64 -1.48  -0.067
4 H 3.89 3.69 -0.45  0.412
5 C 3.84 4.67 -2.35  -0.856
6 H 4.42 5.52 -2.01  0.454
7 C 3.40 4.62 -3.67  -0.580
8 H 3.63 5.43 -4.35  0.430
9 C 2.66 3.53 -4.10  -0.914
10 H 2.31 3.48 -5.13  0.442
11 C 2.37 2.49 -3.24  -0.771
12 H 1.80 1.65 -3.60  0.467
13 C 2.91 1.71 0.87  0.087
14 C 2.08 2.68 1.44  -0.521
15 H 1.27 3.10 0.87  0.603
16 C 2.31 3.11 2.74  -0.785
17 H 1.67 3.86 3.18  0.481
18 C 3.37 2.58 3.47  -0.693
19 H 3.55 2.93 4.48  0.464
20 C 4.19 1.62 2.90  -0.776
21 H 5.03 1.22 3.46  0.461
22 C 3.97 1.18 1.60  -0.378
23 H 4.60 0.42 1.17  0.436
24 C 3.73 -0.10 -1.31  0.686
25 C 4.99 0.28 -1.74  -0.705
26 H 5.28 1.33 -1.72  0.512
27 C 5.89 -0.67 -2.19  -0.718
28 H 6.87 -0.37 -2.52  0.441
29 C 5.52 -2.01 -2.24  -0.681
30 H 6.22 -2.75 -2.60  0.424
31 C 4.25 -2.39 -1.83  -0.866
32 H 3.95 -3.43 -1.89  0.468
33 C 3.35 -1.44 -1.37  0.354
34 H 2.35 -1.72 -1.07  -0.085
35 Mo -1.99 -0.39 -0.46  -3.949
36 C -1.72 -1.23 1.32  0.852
37 C -0.51 -1.16 1.94  -0.568
38 H -2.55 -1.74 1.80  0.641
39 C 0.54 -0.37 1.22  1.433
40 O 1.81 -1.05 1.14  -0.801
41 H 2.39 -0.48 0.61  -0.463
42 C -0.02 0.03 -0.15  0.896
43 H 0.78 0.54 1.76  -0.320
44 C 0.82 0.66 -1.02  0.148
45 Cl -1.94 0.75 -2.66  -0.364
46 P -1.68 -2.43 -1.64  1.388
47 P -2.71 1.68 0.45  1.467
48 C -2.84 -2.64 -3.03  -1.293
49 H -2.69 -1.83 -3.74  0.386
50 H -3.85 -2.58 -2.65  0.243
51 H -2.68 -3.60 -3.52  0.564
52 C -0.05 -2.72 -2.41  -1.342
53 H 0.68 -2.98 -1.65  0.280
54 H 0.27 -1.80 -2.90  0.282
55 H -0.09 -3.52 -3.14  0.642
56 C -1.94 -3.93 -0.62  -1.288
57 H -2.93 -3.86 -0.17  0.279
58 H -1.20 -3.97 0.17  0.201
59 H -1.88 -4.84 -1.22  0.499
60 C -4.39 2.16 -0.08  -1.432
61 H -5.11 1.53 0.44  0.352
62 H -4.49 1.97 -1.14  0.396
63 H -4.58 3.21 0.14  0.583
64 C -2.80 1.72 2.27  -1.387
65 H -1.80 1.56 2.68  0.159
66 H -3.44 0.90 2.59  0.338
67 H -3.19 2.66 2.64  0.511
68 C -1.70 3.14 0.03  -1.215
69 H -1.37 3.06 -1.01  0.341
70 H -0.82 3.17 0.66  0.071
71 H -2.26 4.07 0.16  0.617
72 P -0.15 -1.80 3.53  1.569
73 C -1.67 -2.26 4.39  -1.381
74 C 0.72 -0.57 4.53  -1.194
75 H -2.19 -3.04 3.84  0.438
76 H -2.33 -1.40 4.47  0.421
77 H -1.43 -2.63 5.38  0.454
78 H 1.69 -0.36 4.08  0.243
79 H 0.88 -0.95 5.54  0.496
80 H 0.14 0.35 4.58  0.392
81 C 0.91 -3.27 3.51  -1.296
82 H 0.48 -4.02 2.85  0.423
83 H 1.00 -3.69 4.51  0.485
84 H 1.89 -2.99 3.15  0.312
85 H 0.40 1.04 -1.93  0.059
86 F -8.07 -1.82 -1.85  -0.329
87 C -6.80 -1.49 -1.52  0.187
88 C -6.13 -0.53 -2.25  -0.700
89 C -4.81 -0.23 -1.95  -0.243
90 C -4.14 -0.82 -0.84  1.290
91 C -4.84 -1.78 -0.10  -0.427
92 C -6.15 -2.13 -0.45  -0.918
93 H -6.60 -0.03 -3.09  0.458
94 H -4.36 0.48 -2.60  0.499
95 H -4.36 -2.31 0.70  0.269
96 H -6.66 -2.91 0.09  0.449

The value obtained for the lowest unoccupied orbital energy (spin up / spin down) is -6.55 / -6.77 eV. The molar mass comes out at 797.10 g mol⁻¹. As for the charge: +2. The multiplicity is 3. The total energy comes out at -96501.6875 eV. The highest occupied orbital energy (spin up / spin down) is -12.73 / -12.83 eV.

=====

Record 4
The following is a quantum chemistry calculation of C38H50N8O2PdS2Sb as an isolated structure, from the OMol25 dataset.

Each line ends with the Mulliken charge.
Geometry (Å):
1 Pd -0.01 -1.00 -0.33  -0.331
2 N 6.98 0.79 0.70  -0.279
3 C 5.91 0.77 1.52  0.178
4 O 5.94 1.08 2.69  -0.589
5 C 4.58 0.33 0.93  0.979
6 C 4.36 -0.08 -0.38  -0.539
7 C 3.08 -0.46 -0.77  -1.286
8 N 2.04 -0.44 0.07  0.321
9 C 2.25 -0.03 1.34  -0.809
10 C 3.49 0.36 1.80  -0.589
11 H 7.86 1.08 1.09  0.261
12 H 6.93 0.60 -0.28  0.143
13 H 5.15 -0.14 -1.11  0.360
14 H 2.87 -0.79 -1.77  0.634
15 H 1.39 -0.03 2.00  0.547
16 H 3.64 0.67 2.82  0.604
17 N -2.14 -0.31 0.08  -0.023
18 C -2.94 0.29 0.66  0.102
19 C -3.90 1.03 1.38  0.384
20 C -3.75 2.43 1.44  0.088
21 N -3.57 3.57 1.45  -0.214
22 C -4.93 0.35 2.04  -0.050
23 N -5.79 -0.22 2.57  -0.206
24 C -1.50 -6.16 0.09  -1.475
25 C -1.33 -4.76 -0.48  1.433
26 C -2.64 -3.97 -0.34  -1.461
27 C -0.94 -4.85 -1.95  -1.894
28 Sb 0.20 -3.59 0.58  2.644
29 C -0.34 -3.40 2.70  1.734
30 C -1.08 -4.64 3.19  -1.787
31 C 0.92 -3.19 3.53  -1.869
32 C -1.25 -2.18 2.82  -1.310
33 C 2.20 -4.45 0.27  1.654
34 C 2.14 -5.93 0.64  -1.638
35 C 2.55 -4.27 -1.20  -1.619
36 C 3.23 -3.72 1.13  -1.772
37 H -2.26 -6.68 -0.51  0.501
38 H -1.85 -6.17 1.12  0.302
39 H -0.59 -6.75 0.03  0.271
40 H -3.43 -4.49 -0.88  0.579
41 H -2.55 -2.97 -0.76  0.045
42 H -2.96 -3.88 0.70  0.268
43 H -1.78 -5.26 -2.51  0.565
44 H -0.09 -5.52 -2.10  0.389
45 H -0.69 -3.87 -2.38  0.304
46 H -0.50 -5.56 3.06  0.385
47 H -2.05 -4.77 2.71  0.355
48 H -1.26 -4.53 4.27  0.527
49 H 1.53 -4.09 3.58  0.396
50 H 0.62 -2.94 4.55  0.580
51 H 1.54 -2.37 3.16  0.303
52 H -2.15 -2.27 2.22  0.185
53 H -0.73 -1.26 2.52  -0.053
54 H -1.55 -2.06 3.86  0.579
55 H 1.52 -6.50 -0.05  0.348
56 H 1.79 -6.10 1.66  0.304
57 H 3.15 -6.34 0.58  0.506
58 H 1.86 -4.77 -1.87  0.224
59 H 3.54 -4.71 -1.37  0.585
60 H 2.60 -3.21 -1.48  0.111
61 H 3.12 -3.94 2.19  0.349
62 H 3.21 -2.64 0.99  0.286
63 H 4.22 -4.08 0.83  0.565
64 C 2.06 -3.88 -5.55  -1.078
65 C 2.23 -2.43 -5.09  -0.467
66 C 1.08 -1.97 -4.25  0.250
67 N 1.16 -1.67 -3.01  -0.402
68 N -0.05 -1.30 -2.46  0.044
69 C -1.04 -1.34 -3.33  0.200
70 N -2.31 -1.01 -3.05  -0.319
71 S -0.53 -1.83 -4.90  -0.129
72 H 2.93 -4.19 -6.14  0.395
73 H 1.18 -4.00 -6.19  0.381
74 H 1.97 -4.56 -4.70  0.220
75 H 2.34 -1.77 -5.95  0.393
76 H 3.13 -2.32 -4.48  0.256
77 H -2.58 -0.85 -2.10  -0.068
78 H -3.04 -1.19 -3.72  0.236
79 O -0.47 4.02 0.50  -0.382
80 S -0.94 5.32 0.97  0.760
81 C -1.85 6.24 -0.21  0.357
82 C -2.97 6.93 0.24  -0.018
83 C -3.67 7.70 -0.68  -0.677
84 C -3.24 7.75 -2.00  -0.429
85 C -2.12 7.04 -2.43  -0.688
86 C -1.41 6.27 -1.53  -0.259
87 C 0.29 6.31 1.69  0.828
88 C 0.16 7.70 1.68  -0.438
89 C 1.13 8.45 2.32  -0.679
90 C 2.18 7.81 2.98  -0.452
91 C 2.29 6.42 2.99  -0.609
92 C 1.33 5.65 2.36  -0.616
93 H -3.30 6.86 1.27  0.462
94 H -4.54 8.25 -0.37  0.432
95 H -3.79 8.35 -2.72  0.435
96 H -1.80 7.10 -3.46  0.424
97 H -0.53 5.72 -1.84  0.441
98 H -0.65 8.19 1.16  0.396
99 H 1.07 9.53 2.32  0.423
100 H 2.93 8.41 3.48  0.414
101 H 3.11 5.94 3.50  0.427
102 H 1.38 4.57 2.37  0.453

The value obtained for the lowest unoccupied orbital energy (spin up / spin down) is -6.79 / -10.86 eV. The molar mass comes out at 943.19 g mol⁻¹. As for the charge: +3. The multiplicity is 5. The total energy comes out at -87892.5422 eV. The highest occupied orbital energy (spin up / spin down) is -15.12 / -16.13 eV.